(1)
The ion C4H6NO2 with charge +1 in a non-equilibrium geometry, computed with wB97M-V/def2-TZVPD.

Computed properties:
SMILES string: CC(=O)CC=[N+]=O
E_tot, hartree: -360.7997
Molecular weight, g mol⁻¹: 100.10
Net charge: +1
Energy above the lowest of the compared OMol25 structures with the same formula, charge and spin, kcal/mol: 109.31
Orbital gap (spin up / spin down), eV: 9.68 / 9.68

```
13
C4H6NO2 wB97M-V/def2-TZVPD
H 0.543 -1.190 -0.520
O -3.141 0.440 -0.307
H -2.070 -1.981 0.263
H 0.328 -1.290 1.323
C -1.470 -1.011 0.098
H 2.085 0.679 -1.212
C 0.071 -0.942 0.393
C 0.345 0.634 0.035
H 2.172 0.315 0.437
H 2.179 2.020 -0.219
N -2.148 -0.017 -0.042
C 1.802 1.033 -0.212
O -0.698 1.308 -0.036
```



(2)
A cluster of 3 separate species, C20H48BClN3O8S in total in a non-equilibrium geometry, computed with wB97M-V/def2-TZVPD.

Computed properties:
E_tot, hartree: -2440.2340
Molecular weight, g mol⁻¹: 536.95
Net charge: -1
Orbital gap, eV: 7.21

```
82
C20H48BClN3O8S wB97M-V/def2-TZVPD
H -5.815 -0.902 -2.033
O 3.831 6.577 0.362
C 1.982 3.002 -1.855
C -6.905 -1.158 -3.835
H 6.821 -2.644 4.407
C -1.568 1.898 -1.406
H -3.443 -2.967 -0.035
O 1.823 -1.523 2.510
H -4.181 -1.499 -0.649
C -3.798 -2.482 -0.949
H 2.236 -2.040 0.595
C 2.923 -1.437 4.712
H 3.889 3.851 0.908
O -2.663 -2.331 -1.769
H 1.998 4.712 2.204
H 1.935 3.436 -2.861
H 2.787 -0.353 4.692
H 2.843 -3.195 1.800
H 3.668 -1.634 1.541
Cl 1.221 7.070 -0.637
C -1.682 3.449 -1.291
N 4.320 -1.704 4.387
H 2.359 1.982 -1.974
H 7.846 -2.018 2.457
C -1.052 -0.765 0.857
C 2.895 3.739 0.464
H -3.058 1.547 -0.047
H 2.533 2.751 0.753
C -6.383 -1.704 -2.524
H 0.353 3.076 -0.058
H 1.902 -3.143 3.789
H 4.713 -3.386 5.553
H 6.410 -4.348 4.152
H -1.750 3.793 -0.245
H -1.717 -0.920 -2.883
H -4.852 -0.774 -6.376
C 1.849 -2.047 3.818
C 2.695 -2.134 1.579
C 3.017 3.826 -1.060
H 6.327 -1.096 2.330
H -1.382 -1.194 1.804
C 6.102 -3.321 3.934
H 0.969 4.683 0.776
S 2.491 6.478 0.845
H -0.450 1.308 0.802
O -5.855 -0.624 -4.628
H 4.015 3.451 -1.310
N -2.216 1.090 -0.367
C -1.380 0.745 0.789
C 4.715 -3.100 4.496
H -5.137 -2.335 -5.584
H 2.741 -1.760 5.744
H 3.019 4.862 -1.398
H -3.339 -0.453 -2.370
O -0.226 1.615 -1.594
N -5.587 -2.905 -2.732
H -7.452 -1.932 -4.384
C -2.731 -1.286 -2.727
O -0.506 3.908 -1.893
H 0.023 -0.898 0.761
H -7.235 -1.953 -1.883
H -2.094 1.647 -2.346
H -4.412 -4.330 -1.803
H -5.623 -3.589 -0.766
H 4.499 -1.386 3.443
C 6.825 -2.034 2.061
H -7.600 -0.340 -3.622
O 6.115 -3.166 2.522
H 0.881 -1.793 4.258
H -3.116 -1.646 -3.689
H -1.916 1.025 1.703
H -6.474 -1.494 -6.408
H -1.548 -1.237 0.013
H -2.585 3.823 -1.787
H -4.907 -2.723 -3.460
H 6.872 -2.102 0.976
H 4.031 -3.775 3.963
C -5.573 -1.353 -5.802
C 2.001 4.783 1.115
B 0.473 2.938 -1.295
O 2.141 7.245 2.003
C -4.880 -3.376 -1.543
```



(3)
A cluster of 2 separate species, C2H4NP in total in a non-equilibrium geometry, computed with wB97M-V/def2-TZVPD.

Computed properties:
SMILES string: C=C1N=P1.[H][H]
E_tot, hartree: -474.5585
Molecular weight, g mol⁻¹: 73.03
Net charge: 0
Energy above the lowest of the compared OMol25 structures with the same formula, charge and spin, kcal/mol: 72.28
Orbital gap, eV: 7.48

```
8
C2H4NP wB97M-V/def2-TZVPD
H 0.416 1.419 -1.917
H -0.445 1.030 -0.190
H -0.581 0.977 1.562
C -0.188 -0.767 0.626
N 0.224 -1.790 1.391
H 0.968 0.920 -1.930
P 0.129 -2.275 -0.170
C -0.522 0.485 0.628
```



(4)
An isolated molecule of C21H24BrNO2 in a non-equilibrium geometry, computed with wB97M-V/def2-TZVPD.

Computed properties:
SMILES string: O=C(OC1CCN(CCBr)CC1)C(c1ccccc1)c1ccccc1
E_tot, hartree: -3593.8688
Molecular weight, g mol⁻¹: 402.33
Net charge: 0
Orbital gap, eV: 9.49

```
49
C21H24BrNO2 wB97M-V/def2-TZVPD
H -4.058 3.842 4.124
C 1.005 4.048 -0.577
H -2.005 4.358 -2.095
C 1.355 -2.648 0.823
C -0.646 2.661 0.540
H 2.265 -2.199 1.194
H 2.371 -4.617 -2.939
H -2.623 2.706 -0.378
C 0.530 -1.620 0.100
H 0.805 -4.243 -0.569
C 0.632 3.171 0.460
C 3.090 -4.292 -2.167
N 2.497 -3.222 -1.334
C 4.371 -3.758 -2.777
H -0.357 -2.074 -0.319
Br 5.442 -5.212 -3.644
O 0.160 -0.625 1.070
H -1.895 3.440 3.102
H 1.414 2.829 1.151
H 4.163 -2.947 -3.494
H -5.962 2.307 3.529
C -1.608 3.121 -0.379
C -1.056 1.510 1.500
H 0.331 5.247 -2.268
O -1.431 0.121 -0.401
C -3.486 0.738 1.790
H 1.981 4.453 -0.725
H 2.574 -1.637 -2.738
C -2.445 1.619 2.113
H 4.981 -3.329 -1.972
C -1.262 4.017 -1.388
C -4.974 2.108 3.118
H 2.304 -4.531 0.291
H 1.002 -2.516 -2.583
C -2.696 2.729 2.912
H 2.246 -0.538 -0.678
H -5.604 0.342 2.084
C 0.062 4.483 -1.527
C 1.845 -2.100 -2.042
C -0.822 0.260 0.661
H 0.755 -0.300 -1.658
C 1.352 -1.030 -1.074
C 1.710 -3.763 -0.194
C -4.764 1.001 2.291
H -3.374 -0.071 1.123
H 0.772 -3.057 1.671
C -3.929 2.952 3.513
H -0.321 1.441 2.292
H 3.306 -5.172 -1.532
```



Q: E_tot of number 4 (C21H24BrNO2)?
A: -3593.8688 hartree



Q: Which value of molecular weight does entry 4 give?
A: 402.33 g mol⁻¹



Q: The lowest net charge belongs to which entry?
A: C20H48BClN3O8S